w) Computed, not measured: C7H17N as an isolated structure, with ωB97M-V with the def2-TZVPD basis set.

Structure (XYZ):
```
25
Properties=species:S:1:pos:R:3:lowdin_charge:R:1
C 1.86 0.70 -0.97 -0.173
C 2.76 -0.06 0.05 -0.072
C 0.87 1.59 -0.43 -0.320
N -0.02 1.26 0.55 0.047
C -2.60 -1.04 -1.46 -0.080
C -1.96 0.20 -0.71 -0.209
C -0.74 -0.01 0.19 -0.447
C -1.00 -1.13 1.22 -0.059
H 2.52 1.09 -1.71 0.088
H 0.62 0.99 -1.56 0.215
H 3.38 0.57 0.68 0.080
H 2.08 -0.62 0.73 0.057
H 3.42 -0.81 -0.40 0.066
H 1.05 2.66 -0.41 0.122
H 1.75 0.59 3.61 0.027
H 1.85 0.81 2.91 0.003
H -2.07 -1.22 -2.41 0.067
H -3.65 -0.81 -1.62 0.068
H -2.52 -1.92 -0.84 0.045
H -1.73 0.95 -1.49 0.098
H -2.79 0.62 -0.15 0.099
H 0.07 -0.47 -0.38 0.078
H -0.22 -0.95 1.98 0.060
H -1.03 -2.16 0.88 0.067
H -1.92 -0.85 1.74 0.073
```

Output
HOMO-LUMO gap = 0.2711 Ha
HOMO = -7.6 eV

=====

x) Computed, not measured: a 2-piece molecular cluster, C7H17N overall, with ωB97M-V with the def2-TZVPD basis set.

Structure (XYZ):
```
25
Properties=species:S:1:pos:R:3:lowdin_charge:R:1
C -0.76 0.64 -0.69 -0.042
C -0.13 1.39 0.38 -0.471
C -0.37 3.00 0.40 -0.094
C -0.53 1.00 1.87 -0.070
C 0.11 0.03 -1.70 -0.210
N 0.76 -1.35 -1.37 -0.088
C -0.14 -2.23 -0.56 -0.280
C 0.70 -3.50 -0.15 -0.099
H -1.75 0.75 -1.04 0.094
H 1.22 2.09 2.29 0.126
H 1.00 1.33 0.33 0.126
H 0.04 3.47 -0.51 0.074
H 0.05 3.36 1.42 0.054
H -1.49 3.20 0.49 0.082
H -0.58 -0.03 2.18 0.059
H -1.54 1.51 2.18 0.116
H 0.29 1.71 2.28 -0.074
H -0.29 -0.06 -2.74 0.119
H 0.97 0.68 -1.83 0.101
H 0.99 -1.83 -2.21 0.073
H -1.11 -2.45 -1.07 0.109
H -0.26 -1.45 0.26 0.091
H 0.14 -4.04 0.65 0.073
H 1.02 -4.09 -1.04 0.065
H 1.67 -3.12 0.21 0.067
```

Output
HOMO-LUMO gap = 0.1794 Ha
HOMO = -6.6 eV

=====

Q: Which of them is the most stable? A: w).

=====

w) Computed, not measured: a 17-piece molecular cluster, C17H68O17 overall, with ωB97M-V with the def2-TZVPD basis set.

Structure (XYZ):
```
102
Properties=species:S:1:pos:R:3:lowdin_charge:R:1
C 3.20 7.73 -21.42 -0.140
O 3.90 8.18 -22.57 -0.155
H 2.70 8.55 -20.91 0.082
H 2.67 6.83 -21.73 0.082
H 3.95 7.34 -20.74 0.062
H 4.52 8.88 -22.34 -0.003
C 9.18 3.10 -19.33 -0.164
O 8.47 3.98 -20.15 -0.114
H 8.77 2.10 -19.45 0.061
H 10.27 3.06 -19.45 0.078
H 8.87 3.37 -18.32 0.072
H 8.60 3.68 -21.06 0.020
C 8.79 -0.19 -17.60 -0.165
O 8.10 -0.38 -18.81 -0.125
H 8.39 0.70 -17.12 0.053
H 8.71 -1.04 -16.92 0.078
H 9.85 -0.11 -17.81 0.084
H 8.77 -0.74 -19.39 0.072
C 7.49 10.67 -17.68 -0.147
O 7.92 9.46 -18.30 -0.141
H 6.41 10.82 -17.74 0.070
H 7.75 10.78 -16.63 0.082
H 7.96 11.44 -18.29 0.076
H 8.61 9.15 -17.70 0.024
C 5.00 5.65 -24.22 -0.182
O 4.57 6.72 -25.04 -0.124
H 6.04 5.44 -24.45 0.060
H 4.89 5.80 -23.15 0.068
H 4.32 4.85 -24.52 0.073
H 3.86 7.17 -24.59 0.054
C 9.32 1.67 -22.27 -0.141
O 8.90 2.96 -22.64 -0.121
H 9.85 1.81 -21.33 0.062
H 8.45 1.03 -22.13 0.089
H 10.11 1.25 -22.89 0.090
H 8.50 2.92 -23.51 0.100
C 5.52 5.35 -13.21 -0.126
O 4.69 4.27 -13.78 -0.152
H 5.13 5.78 -12.29 0.072
H 6.51 4.96 -13.00 0.057
H 5.70 6.04 -14.03 0.069
H 5.15 4.07 -14.60 -0.007
C 6.19 2.42 -16.29 -0.136
O 5.95 3.80 -16.15 -0.132
H 6.03 2.06 -17.31 0.073
H 7.21 2.17 -16.00 0.058
H 5.54 1.79 -15.69 0.091
H 6.47 4.32 -16.77 0.034
C 8.32 6.04 -17.65 -0.097
O 7.06 5.42 -18.03 -0.126
H 8.45 6.03 -16.57 0.096
H 9.17 5.53 -18.12 0.060
H 8.41 7.06 -18.03 0.051
H 7.14 5.27 -18.98 0.067
C 13.31 4.95 -16.05 -0.143
O 14.21 4.71 -17.09 -0.124
H 12.34 5.27 -16.41 0.073
H 13.19 3.98 -15.55 0.083
H 13.70 5.56 -15.24 0.083
H 14.45 5.55 -17.50 0.087
C 9.93 2.05 -12.89 -0.130
O 10.02 3.28 -12.09 -0.141
H 9.08 2.20 -13.56 0.065
H 10.88 1.79 -13.35 0.074
H 9.70 1.20 -12.25 0.070
H 9.27 3.23 -11.49 0.062
C 13.11 4.08 -20.22 -0.182
O 13.97 3.23 -19.53 -0.122
H 12.26 4.37 -19.60 0.060
H 13.68 4.94 -20.56 0.075
H 12.76 3.67 -21.17 0.077
H 14.30 3.63 -18.72 0.033
C 5.06 2.08 -21.72 -0.147
O 4.37 2.26 -20.53 -0.101
H 4.89 2.82 -22.51 0.080
H 6.12 2.25 -21.55 0.068
H 4.86 1.10 -22.16 0.089
H 4.77 1.60 -19.96 0.097
C 11.31 8.04 -18.27 -0.146
O 10.66 8.44 -17.07 -0.117
H 10.56 8.00 -19.06 0.082
H 12.11 8.69 -18.63 0.083
H 11.84 7.09 -18.20 0.058
H 11.29 9.05 -16.67 0.082
C 8.46 7.15 -23.45 -0.163
O 9.65 7.77 -23.92 -0.113
H 8.25 6.24 -24.02 0.057
H 8.39 6.96 -22.38 0.080
H 7.55 7.71 -23.69 0.072
H 9.51 8.00 -24.84 0.073
C 3.25 4.72 -18.38 -0.132
O 2.84 4.37 -19.73 -0.140
H 3.96 4.01 -17.96 0.058
H 3.87 5.61 -18.47 0.057
H 2.49 5.01 -17.65 0.078
H 3.40 3.70 -20.12 0.008
C 5.69 10.28 -20.65 -0.094
O 5.34 10.24 -22.06 -0.133
H 6.73 10.61 -20.56 0.078
H 5.00 10.95 -20.13 0.084
H 5.54 9.29 -20.21 0.084
H 5.37 11.16 -22.36 0.096
```

Output
HOMO-LUMO gap = 0.3429 Ha
HOMO = -9.2 eV

=====

x) Computed, not measured: a 17-piece molecular cluster, C17H68O17 overall, with ωB97M-V with the def2-TZVPD basis set.

Structure (XYZ):
```
102
Properties=species:S:1:pos:R:3:lowdin_charge:R:1
C 4.64 2.28 -0.50 -0.117
O 4.06 1.01 -0.82 -0.140
H 3.96 2.83 0.11 0.056
H 5.54 1.94 0.00 0.081
H 4.91 2.97 -1.35 0.093
H 3.14 1.14 -0.62 0.022
C 2.79 0.65 4.02 -0.135
O 2.81 0.51 2.60 -0.152
H 2.77 -0.32 4.53 0.078
H 3.63 1.31 4.36 0.089
H 1.93 1.27 4.29 0.076
H 2.63 -0.45 2.46 0.055
C -2.50 -0.68 3.06 -0.126
O -2.17 -0.95 4.46 -0.130
H -3.14 -1.36 2.57 0.024
H -2.97 0.30 3.02 0.064
H -1.60 -0.70 2.44 0.061
H -2.91 -1.43 4.91 0.085
C 2.86 -4.25 -0.84 -0.116
O 2.25 -2.99 -0.50 -0.138
H 2.88 -4.48 -1.89 0.061
H 3.99 -4.13 -0.61 0.107
H 2.42 -5.09 -0.25 0.082
H 1.59 -2.71 -1.09 0.007
C 1.49 -0.95 -3.35 -0.096
O 0.80 -2.02 -2.68 -0.159
H 0.97 -0.01 -3.06 0.064
H 2.51 -0.85 -3.08 0.050
H 1.43 -1.19 -4.46 0.105
H -0.16 -1.76 -2.57 0.072
C 1.41 3.01 -2.97 -0.127
O 0.15 2.40 -2.81 -0.165
H 2.02 2.31 -3.50 0.069
H 1.44 3.95 -3.58 0.087
H 1.85 3.30 -2.00 0.084
H -0.37 2.85 -2.10 0.034
C 5.81 -0.70 -3.13 -0.139
O 5.65 -1.17 -1.79 -0.146
H 6.01 -1.57 -3.73 0.067
H 4.84 -0.28 -3.53 0.076
H 6.53 0.09 -3.18 0.068
H 5.09 -0.56 -1.30 0.025
C -6.61 2.20 2.01 -0.144
O -5.39 1.52 1.81 -0.145
H -7.05 2.37 1.06 0.067
H -7.24 1.59 2.68 0.082
H -6.50 3.13 2.57 0.082
H -5.48 0.63 1.46 0.030
C -2.10 -1.54 -0.41 -0.126
O -2.87 -1.56 -1.64 -0.186
H -2.53 -2.31 0.25 0.083
H -1.05 -1.74 -0.66 0.069
H -2.24 -0.55 0.10 0.090
H -2.46 -0.79 -2.18 0.062
C 2.04 -3.24 3.10 -0.168
O 2.03 -2.24 2.12 -0.139
H 1.58 -4.20 2.76 0.097
H 3.04 -3.44 3.46 0.072
H 1.50 -2.91 4.00 0.079
H 2.36 -2.66 1.31 0.049
C -2.05 0.47 -4.36 -0.088
O -1.44 0.17 -3.08 -0.190
H -1.34 0.80 -5.13 0.087
H -2.64 -0.34 -4.71 0.072
H -2.67 1.36 -4.21 0.083
H -0.85 0.95 -2.84 0.069
C -6.16 -3.68 -1.67 -0.114
O -5.28 -2.94 -0.79 -0.175
H -7.13 -3.13 -1.80 0.090
H -5.58 -3.87 -2.57 0.080
H -6.39 -4.66 -1.29 0.064
H -4.56 -2.43 -1.25 0.063
C 0.36 1.01 0.28 -0.113
O 1.55 1.79 0.36 -0.145
H 0.05 0.59 1.22 0.073
H -0.46 1.55 -0.15 0.059
H 0.62 0.20 -0.31 0.050
H 1.96 1.50 1.22 0.070
C -5.77 -2.08 2.65 -0.117
O -5.60 -1.22 1.47 -0.165
H -6.08 -1.36 3.44 0.087
H -6.59 -2.81 2.56 0.076
H -4.82 -2.69 2.88 0.093
H -5.56 -1.77 0.68 0.035
C -2.76 3.58 2.77 -0.133
O -3.15 3.76 1.40 -0.127
H -3.31 4.33 3.37 0.079
H -2.98 2.59 3.21 0.065
H -1.68 3.77 2.96 0.088
H -3.90 3.19 1.28 0.038
C -1.32 5.06 -1.22 -0.090
O -1.43 3.64 -1.09 -0.142
H -1.28 5.55 -0.22 0.095
H -0.48 5.21 -1.88 0.076
H -2.23 5.45 -1.70 0.088
H -2.07 3.43 -0.45 0.035
C 8.85 -0.86 0.71 -0.169
O 7.77 -0.06 0.31 -0.136
H 9.78 -0.41 0.40 0.071
H 8.84 -0.97 1.84 0.094
H 8.74 -1.80 0.26 0.054
H 7.02 -0.66 0.15 0.062
```

Output
HOMO-LUMO gap = 0.3730 Ha
HOMO = -9.6 eV

=====

Q: Which of them is the most stable? A: x).

=====

w) Computed, not measured: one molecule with the formula C3H3ClFNO2, with ωB97M-V with the def2-TZVPD basis set.

Structure (XYZ):
```
11
Properties=species:S:1:pos:R:3:lowdin_charge:R:1
N -2.04 0.05 -0.42 0.174
C -0.91 -0.40 0.18 -0.491
O -0.88 -1.45 0.76 0.086
C 0.32 0.49 -0.04 -0.309
O 0.12 1.50 -0.66 0.138
C 1.69 0.05 0.45 -0.644
F 2.63 1.06 0.60 -0.010
Cl 2.27 -1.15 -0.69 0.736
H -2.79 -0.61 -0.50 0.117
H -1.99 0.87 -1.03 0.118
H 1.59 -0.42 1.36 0.085
```

Output
HOMO-LUMO gap = 0.3545 Ha
HOMO = -10.3 eV
SMILES string = NC(=O)C(=O)[C@H](F)Cl

=====

x) Computed, not measured: one molecule with the formula C3H3ClFNO2, with ωB97M-V with the def2-TZVPD basis set.

Structure (XYZ):
```
11
Properties=species:S:1:pos:R:3:lowdin_charge:R:1
O -1.60 1.37 -0.36 0.000
C -0.72 0.51 0.01 -0.414
C 0.75 0.97 0.13 0.000
C 1.81 0.19 0.01 -0.602
F 3.03 0.87 -0.12 -0.033
Cl 1.95 -1.58 -0.21 0.703
N -0.97 -0.80 0.31 0.019
O -2.24 -1.41 -0.25 -0.035
H 1.10 1.97 -0.12 0.139
H -0.29 -1.51 0.61 0.088
H -2.83 -0.58 -0.01 0.135
```

Output
HOMO-LUMO gap = 0.3785 Ha
HOMO = -10.3 eV
SMILES string = O=C(/C=C(/F)Cl)NO

=====

Q: Which of them is the most stable? A: w).

=====

w) Computed, not measured: a 2-piece molecular cluster, ClH3N2S2 overall, with ωB97M-V with the def2-TZVPD basis set.

Structure (XYZ):
```
8
Properties=species:S:1:pos:R:3:lowdin_charge:R:1
H 0.99 -1.20 -0.39 0.065
N 1.04 -0.58 0.41 0.005
N 0.03 -0.27 1.03 -1.055
S -0.32 0.93 1.97 0.619
S -1.47 -1.59 0.71 0.583
H -2.35 -1.44 1.74 -0.175
Cl 0.58 2.59 -1.31 0.268
H 0.36 1.45 -0.72 -0.311
```

Output
HOMO-LUMO gap = 0.2988 Ha
HOMO = -9.4 eV
SMILES string = [H]/N=[N+](/[S-])S.Cl

=====

x) Computed, not measured: a 2-piece molecular cluster, ClH3N2S2 overall, with ωB97M-V with the def2-TZVPD basis set.

Structure (XYZ):
```
8
Properties=species:S:1:pos:R:3:lowdin_charge:R:1
S 1.24 -1.40 0.35 0.562
N 0.24 -0.17 0.50 -1.171
S -1.18 -0.47 1.56 0.682
N 0.57 0.95 0.02 -0.553
Cl -0.44 2.23 0.54 0.553
H -1.05 -1.78 1.22 -0.140
H 0.37 0.62 -1.87 0.014
H 0.25 0.01 -2.32 0.052
```

Output
HOMO-LUMO gap = 0.3029 Ha
HOMO = -9.1 eV
SMILES string = [S-]/[N+](S)=N/Cl.[H][H]

=====

Q: Which of them is the most stable? A: w).

=====

w) Computed, not measured: a 2-piece molecular cluster, C3H9O overall, with ωB97M-V with the def2-TZVPD basis set.

Structure (XYZ):
```
13
Properties=species:S:1:pos:R:3:lowdin_charge:R:1
C -2.34 0.10 0.26 -0.086
H -1.74 -0.24 -0.57 -0.009
H -3.18 0.70 -0.31 0.038
H -2.75 -0.84 0.70 0.021
H -1.84 0.69 0.99 -0.021
C 1.18 -0.08 0.60 -0.679
O 0.45 -1.13 0.84 -0.349
C 1.80 -0.06 -0.89 -0.182
H 0.56 0.98 0.56 0.062
H 2.04 0.18 1.42 0.073
H 2.62 -0.84 -0.97 0.034
H 0.90 -0.43 -1.42 0.034
H 2.30 0.96 -1.22 0.062
```

Output
charge = -1
HOMO-LUMO gap = 0.2484 Ha
HOMO = -2.3 eV

=====

x) Computed, not measured: a 2-piece molecular cluster, C3H9O overall, with ωB97M-V with the def2-TZVPD basis set.

Structure (XYZ):
```
13
Properties=species:S:1:pos:R:3:lowdin_charge:R:1
C -1.48 -0.94 -0.61 -0.185
C 0.00 -1.27 -1.11 -0.188
H -2.20 -1.74 -0.72 0.027
H -1.83 -0.04 -1.11 0.043
H -1.34 -0.66 0.44 0.027
H -0.12 -1.47 -2.20 0.035
H 0.75 -0.51 -0.80 0.034
H 0.40 -2.16 -0.61 0.037
C 1.15 1.79 1.36 -0.472
O 0.42 0.78 0.81 -0.422
H 0.68 2.07 2.29 0.014
H 2.23 1.51 1.59 0.027
H 1.33 2.64 0.67 0.023
```

Output
charge = -1
HOMO-LUMO gap = 0.2419 Ha
HOMO = -2.0 eV

=====

y) Computed, not measured: a 2-piece molecular cluster, C3H9O overall, with ωB97M-V with the def2-TZVPD basis set.

Structure (XYZ):
```
13
Properties=species:S:1:pos:R:3:lowdin_charge:R:1
C 0.35 2.78 0.51 -0.047
H -0.49 3.20 1.06 0.004
H 1.31 2.80 1.04 0.006
H 0.44 3.44 -0.34 0.003
H 0.13 1.74 0.25 -0.004
C -0.55 -1.08 -0.05 -0.658
O -1.06 -0.29 -0.98 -0.364
C 0.14 -2.39 -0.56 -0.167
H -1.32 -1.51 0.65 0.058
H 0.22 -0.59 0.62 0.058
H 0.23 -3.14 0.24 0.036
H 1.11 -2.22 -1.05 0.037
H -0.49 -2.74 -1.38 0.039
```

Output
charge = -1
HOMO-LUMO gap = 0.2390 Ha
HOMO = -2.1 eV

=====

Q: Which of them is the most stable? A: y).